{"formula": "C5H10NS", "method": "wB97M-V/def2-TZVPD", "symbols": ["H", "C", "S", "H", "H", "H", "N", "H", "H", "C", "C", "H", "H", "H", "C", "C", "H"], "positions_angstrom": [[-3.063605, -0.791316, -0.564257], [1.777574, -0.456710, -0.354504], [1.671473, 0.890763, 0.644877], [-2.743654, -0.925929, 1.235864], [-3.567563, 0.567625, 0.426829], [2.514887, -2.409463, -0.045786], [-1.455687, 0.204903, 0.427274], [1.120700, -0.655424, -1.161033], [0.554228, 2.757590, -0.255902], [-1.026235, 1.316913, -0.180788], [-2.851364, -0.218106, 0.353603], [3.490682, -1.118816, 0.531992], [-1.781549, 1.902630, -0.767896], [-0.950059, 0.001904, 1.260224], [0.292761, 1.739313, -0.085863], [2.854999, -1.423278, -0.226925], [3.162408, -1.382600, -1.237701]], "forces_ev_per_a": [[0.2477, 0.1409, 0.4102], [0.4037, 1.0822, 2.0186], [-1.2921, -1.3422, -1.9374], [-1.8486, 0.5917, -1.0734], [-0.4050, 0.6176, 0.5589], [-0.5560, -1.1457, 0.0992], [-0.5003, 1.2014, -1.3861], [-1.0993, 0.4451, -0.5593], [0.0612, 0.5189, -0.4655], [1.4928, 0.5603, 0.0549], [1.6048, -2.5531, 1.1293], [1.8847, 0.3008, 1.0260], [0.9363, -0.4759, 0.5745], [0.1083, -0.5334, 0.4313], [-0.9018, 0.0848, 0.2469], [-1.6478, 0.8524, 0.0237], [1.5114, -0.3459, -1.1516]], "energy_ev": -17663.3616, "multiplicity": 1, "homo_ha": [-0.46110, -0.46110], "gap_ev": [7.0, 7.0], "total_charge": 1, "lumo_energy_ha": [-0.2052, -0.2052], "relative_energy_kcal_mol": 68.3}